{
  "formula": "C19H17BrF24O5",
  "method": "wB97M-V/def2-TZVPD",
  "spin_multiplicity": 1,
  "smiles": "FC(F)C(F)(F)COC(F)(F)C(F)F.FC(F)C(F)(F)COC(F)(F)C(F)F.FC(F)C(F)(F)COC(F)(F)C(F)F.O=C1OCC[C@H]1Br",
  "gap_ha": 0.4033,
  "species": ["F", "C", "F", "C", "F", "F", "C", "O", "C", "F", "F", "C", "F", "F", "H", "H", "H", "H", "F", "C", "F", "C", "F", "F", "C", "O", "C", "F", "F", "C", "F", "F", "H", "H", "H", "H", "F", "C", "F", "C", "F", "F", "C", "O", "C", "F", "F", "C", "F", "F", "H", "H", "H", "H", "O", "C", "O", "C", "C", "C", "Br", "H", "H", "H", "H", "H"],
  "coordinates": [[-4.496846, -3.799821, 0.640704], [-5.288877, -3.163591, 1.529093], [-6.416800, -3.911004, 1.647178], [-5.638298, -1.749747, 1.071230], [-6.345324, -1.782825, -0.080879], [-6.465816, -1.213873, 2.014112], [-4.457312, -0.777121, 0.911801], [-3.963459, -0.589818, -0.408799], [-3.005834, -1.466952, -0.882883], [-2.594316, -2.283346, 0.097750], [-1.930374, -0.704923, -1.227530], [-3.483189, -2.229718, -2.117919], [-4.571158, -2.970423, -1.829277], [-2.515827, -3.074318, -2.542893], [-4.790870, -3.153232, 2.502617], [-4.841223, 0.203398, 1.192618], [-3.655301, -0.979728, 1.622317], [-3.735857, -1.540186, -2.926454], [2.081141, 1.918641, 2.531397], [3.011531, 2.741238, 2.009024], [2.807324, 3.966803, 2.554670], [2.903123, 2.831151, 0.486590], [1.715012, 3.360526, 0.121763], [3.854433, 3.713762, 0.066081], [3.132885, 1.516232, -0.288518], [1.965268, 0.820670, -0.706128], [1.370582, -0.073072, 0.170767], [2.131033, -0.240690, 1.269553], [1.338146, -1.267478, -0.459927], [-0.060690, 0.338162, 0.509129], [-0.089196, 1.547592, 1.115357], [-0.620220, -0.547342, 1.370192], [4.003734, 2.395444, 2.312736], [3.619780, 1.797098, -1.222329], [3.846421, 0.858731, 0.208546], [-0.675103, 0.391284, -0.386005], [7.554698, 1.608552, -5.087344], [7.427416, 2.052602, -3.821312], [7.757773, 1.022401, -3.003032], [5.999896, 2.508333, -3.522931], [5.133538, 1.475869, -3.629597], [5.966474, 2.902127, -2.217668], [5.479987, 3.693252, -4.356865], [4.656549, 3.373857, -5.468460], [5.263852, 3.090111, -6.681579], [6.588083, 3.322002, -6.619481], [4.761002, 3.966858, -7.578029], [4.945052, 1.671967, -7.153306], [5.398760, 0.760297, -6.268332], [5.554717, 1.428885, -8.336123], [8.142515, 2.862992, -3.653350], [4.823033, 4.255810, -3.693109], [6.274341, 4.390383, -4.624324], [3.868130, 1.535686, -7.271940], [-3.000381, -3.975887, 7.058441], [-3.953597, -3.582325, 6.586012], [-4.129239, -2.367213, 5.954826], [-5.332004, -1.828637, 6.572579], [-6.084830, -2.992769, 7.291166], [-5.367179, -4.188592, 6.549540], [-6.282878, -4.191670, 4.795032], [-4.925744, -1.026783, 7.202691], [-6.002442, -1.373922, 5.835900], [-6.031718, -3.058235, 8.380907], [-7.112655, -3.031929, 6.924355], [-5.511671, -5.185549, 6.959647]],
  "forces_ev_per_angstrom": [[-0.14, 0.12, 0.03], [-0.05, -0.66, 0.36], [-0.10, 0.30, -0.04], [-0.08, 0.32, -0.66], [0.04, -0.16, 0.04], [0.20, -0.16, 0.25], [0.13, 0.71, 0.38], [-0.08, -0.83, -0.26], [-0.12, 0.68, 1.12], [0.26, -0.19, -0.44], [-0.41, -0.50, -0.68], [-0.16, -0.25, -0.56], [0.08, 0.15, 0.06], [0.12, 0.16, 0.14], [0.00, 0.15, -0.01], [-0.15, -0.05, -0.13], [-0.04, -0.27, -0.08], [0.07, 0.10, 0.08], [0.07, 0.11, -0.08], [0.12, 0.34, 0.52], [0.06, 0.02, -0.20], [-0.48, -0.22, -0.58], [-0.02, -0.02, 0.21], [0.25, -0.14, 0.25], [0.41, -0.10, -0.58], [-0.36, 0.17, 0.80], [1.01, -0.03, -0.44], [-0.29, -0.20, 0.07], [-0.32, -0.01, 0.08], [-0.51, 0.43, 0.10], [0.18, -0.07, -0.03], [0.20, -0.17, -0.08], [0.01, -0.03, -0.11], [-0.13, 0.16, 0.01], [-0.16, 0.06, 0.26], [0.43, 0.08, 0.13], [-0.04, 0.02, 0.19], [0.52, -0.33, 0.21], [-0.16, 0.12, 0.08], [-0.65, -0.04, -0.36], [0.17, -0.08, -0.01], [0.32, 0.12, 0.01], [-0.35, 0.68, 0.23], [0.56, -0.67, -0.19], [-0.05, 0.96, 0.58], [-0.07, -0.14, -0.34], [-0.06, -0.25, -0.19], [-0.16, -0.56, -0.20], [-0.05, 0.16, -0.01], [0.01, 0.23, 0.02], [-0.09, 0.07, 0.00], [-0.06, -0.18, 0.05], [0.16, -0.24, -0.06], [-0.01, 0.15, 0.01], [4.60, -1.87, 2.07], [-5.17, 1.25, -3.60], [0.03, 0.13, 0.83], [0.05, 0.88, 0.34], [0.35, -0.84, -1.37], [-0.97, 0.66, 1.02], [0.72, -0.49, 0.11], [-0.60, -0.26, 0.24], [0.46, -0.20, -0.16], [0.24, 0.18, -0.22], [0.01, 0.31, 0.68], [0.26, 0.24, 0.09]]
}

***

{
  "formula": "C19H17Cl5N2Pd",
  "method": "wB97M-V/def2-TZVPD",
  "relative_energy_kcal_mol": 97.5,
  "spin_multiplicity": 5,
  "charge": 2,
  "gap_ha": [0.2685, 0.1484],
  "species": ["C", "C", "H", "H", "H", "H", "H", "H", "C", "C", "C", "C", "H", "H", "H", "H", "N", "C", "C", "N", "C", "C", "C", "H", "H", "C", "H", "H", "Pd", "C", "H", "H", "H", "Cl", "C", "C", "C", "Cl", "C", "Cl", "C", "Cl", "C", "Cl"],
  "coordinates": [[-2.521421, -1.460604, 0.798555], [-2.361827, 2.052833, -1.068522], [-2.307223, -2.215654, 0.028805], [-3.618897, -1.324517, 0.856582], [-2.100107, -1.738429, 1.790173], [-1.656732, 2.731975, -1.566187], [-2.373701, 1.141515, -1.781088], [-3.409662, 2.447623, -1.016873], [0.239978, -2.488243, 0.118724], [0.974708, -3.649863, -0.191226], [1.801191, -3.616999, -1.310644], [1.819624, -2.460054, -2.085924], [-0.373005, -2.448972, 1.024597], [0.872534, -4.516182, 0.460329], [2.399862, -4.476214, -1.597529], [2.472060, -2.376703, -2.945032], [0.186586, -1.419489, -0.672819], [1.013553, -1.352476, -1.727109], [1.140710, -0.034651, -2.397012], [0.320176, 0.978130, -2.049098], [0.722360, 2.228547, -2.270522], [2.587351, 1.488662, -3.595920], [1.812371, 2.534087, -3.102670], [0.151250, 3.035101, -1.784310], [2.034646, 3.577161, -3.301224], [2.248695, 0.188529, -3.241036], [2.839336, -0.661212, -3.547378], [3.423962, 1.665706, -4.262563], [-2.034986, 0.351983, 0.123286], [-1.720226, 2.426489, 0.591343], [-1.997796, 3.480136, 0.329643], [-0.627284, 2.320379, 0.508516], [-2.057425, 2.295245, 1.648944], [-3.251957, 0.357957, 3.179642], [-1.514232, 0.080700, 3.103078], [-0.841249, 0.192381, 1.892109], [0.528677, 0.392604, 1.969510], [1.413880, 0.957989, 0.621993], [1.273408, 0.284716, 3.179850], [2.967780, 0.590992, 3.187746], [0.579551, -0.095679, 4.347948], [1.473826, -0.363386, 5.769906], [-0.836609, -0.222492, 4.323530], [-1.693724, -0.879642, 5.659864]],
  "forces_ev_per_angstrom": [[-2.09, -3.32, 1.59], [-1.70, 1.70, -0.80], [0.16, 0.51, -0.09], [0.25, 0.02, 0.07], [-0.59, 0.03, -1.11], [-0.72, -0.31, 0.17], [0.12, 0.49, 1.12], [1.13, -0.19, -0.35], [0.02, -0.97, -0.36], [-0.27, 0.84, 0.40], [-0.44, 0.23, -0.20], [-0.35, 0.57, 0.50], [0.32, -0.22, -0.40], [0.24, 0.19, -0.19], [-0.08, 0.12, 0.07], [-0.11, -0.25, 0.12], [0.17, -0.08, 0.39], [-0.29, -0.78, -0.14], [0.46, 0.77, -0.91], [0.54, -0.38, 1.05], [0.15, -0.07, -1.07], [-0.51, -0.09, -0.26], [-0.25, 0.02, 0.69], [0.26, -0.32, -0.49], [0.13, -0.17, -0.01], [-0.59, 0.15, 0.67], [0.18, 0.30, -0.11], [-0.05, 0.08, 0.13], [2.66, -1.14, -1.61], [0.32, 2.32, -0.89], [0.26, -0.76, 0.68], [-0.53, 0.43, 0.17], [-0.25, -0.24, -1.05], [1.20, -0.23, 0.03], [-0.71, 0.37, -0.83], [0.08, 0.59, 1.80], [0.51, 0.43, -0.82], [-0.22, -0.21, 0.65], [0.28, -0.30, 1.41], [-1.18, -0.34, 0.22], [0.45, 0.25, -0.27], [-0.28, -0.07, 0.07], [0.62, -0.69, 0.96], [0.72, 0.74, -0.99]]
}